{
  "formula": "C24H72O24",
  "method": "ωB97M-V/def2-TZVPD",
  "orbital_gap_ev": 9.36,
  "total_charge": 0,
  "smiles": "OCCO.OCCO.OCCO.OCCO.OCCO.OCCO.OCCO.OCCO.OCCO.OCCO.OCCO.OCCO",
  "homo_ev": -9.16,
  "energy_ev": -75189.07024,
  "species": ["O", "H", "O", "H", "O", "C", "H", "O", "H", "H", "H", "C", "H", "C", "H", "H", "H", "O", "H", "H", "H", "H", "H", "H", "H", "C", "H", "H", "O", "C", "H", "H", "C", "H", "O", "C", "C", "H", "H", "H", "H", "H", "H", "H", "C", "C", "H", "H", "C", "C", "C", "H", "H", "H", "O", "H", "H", "C", "C", "O", "C", "O", "H", "H", "H", "H", "H", "H", "H", "O", "O", "H", "H", "O", "H", "H", "H", "O", "H", "O", "O", "C", "C", "H", "H", "O", "H", "H", "O", "H", "H", "H", "H", "H", "H", "C", "O", "O", "H", "O", "C", "C", "C", "O", "O", "H", "H", "H", "H", "H", "H", "H", "H", "H", "H", "C", "O", "H", "C", "H"],
  "xyz": [[-3.57530, -0.79705, -0.96029], [-0.15216, -5.09156, -3.58754], [4.38456, -2.83473, 1.18170], [3.46985, -3.14006, 1.27828], [-1.03445, -2.17497, 5.74625], [3.67536, -1.38678, -0.58399], [-1.23763, -1.80809, 6.61831], [3.80465, 0.07653, -3.25949], [3.98169, 2.12537, -2.94290], [-3.74341, -0.61553, -5.17145], [-0.13494, 0.34301, 6.22024], [-3.94443, 0.36009, -4.73043], [3.65579, -0.34026, -0.89236], [-2.07868, 4.89536, -3.04914], [-4.64954, 0.29990, -3.89507], [-5.99716, 2.01260, 0.11653], [2.68869, -1.71022, 5.99041], [-4.11348, 2.59248, -1.71016], [-3.06991, 2.09946, -3.85884], [1.27044, -3.22070, 0.77921], [2.60001, 1.26384, 1.62308], [5.24037, -0.94923, 0.79151], [-2.03276, 0.70884, -3.67259], [-2.87373, 4.70987, -2.33039], [3.45130, -0.38634, -4.02693], [-0.54232, -0.35018, 1.12727], [-3.00871, -1.93250, -3.11017], [0.00117, -0.01504, -2.09052], [-2.06266, 0.34837, 6.70080], [-5.54927, 3.00926, 0.20092], [4.28934, -1.89343, -1.32757], [3.31106, 1.72179, -4.44871], [3.32927, 0.38047, 6.13267], [3.06867, 3.65064, 0.97348], [1.60952, -5.41073, -4.59825], [-0.84642, 4.00807, -2.78913], [0.89548, -4.79474, -3.49204], [-1.73896, 0.25003, 7.59443], [2.41397, 0.96798, 6.02026], [0.59284, -2.54625, 2.83380], [1.35144, -5.21569, -2.59112], [-3.62958, 2.18691, 0.24333], [1.76080, -1.21280, -0.49434], [-1.61506, 0.63493, -0.41123], [-4.47555, -1.68165, -1.60523], [4.11081, 2.93986, 2.64374], [1.31531, -5.33430, 3.35616], [-0.24838, 4.80572, -1.10454], [0.43272, -3.58730, 2.52362], [3.30631, 1.39173, -3.40248], [3.18792, -0.93923, 5.38705], [-0.67207, -1.41561, 0.90837], [3.45335, 0.15126, 7.19325], [-1.04186, 1.15283, 5.01662], [4.98847, 1.92703, 3.10275], [-2.45942, 4.70160, -4.05670], [-0.10528, -4.89339, 4.12582], [4.27523, -1.46224, 0.81668], [-0.57074, 0.39451, -0.16026], [1.44995, -3.77199, 4.81487], [1.98774, 1.67118, -2.65393], [4.52828, 1.04877, 5.74950], [-0.99254, 2.96164, -3.06113], [-2.75149, 1.75376, -6.16828], [-4.40485, -3.11823, -3.21520], [-2.05108, -3.56787, -2.23889], [-2.28477, -1.08597, 4.55530], [0.88294, -3.00676, -4.57574], [0.87032, -0.10399, 2.53350], [-2.03076, 1.52592, -5.56164], [-0.48761, 3.92658, -1.42210], [5.81153, 1.98957, 2.60404], [4.41109, 3.98365, 2.78752], [2.36448, -1.95829, -0.62336], [3.19702, 2.79183, 3.23024], [1.79120, 2.75118, -2.64064], [-0.06053, 1.35750, -0.21637], [0.87185, 1.02335, -3.26692], [2.11254, -1.61497, 3.89019], [-2.90236, -3.47281, -1.79670], [-6.30812, 4.02397, -0.41117], [-2.73606, 1.18527, -4.35332], [-1.25346, -1.02068, 4.91124], [3.68142, -0.88379, 1.53133], [-0.56407, -3.82555, 2.13615], [2.33918, -0.74253, 4.23764], [0.00992, -2.01587, -2.37659], [2.16590, 1.44302, -1.60141], [3.01648, 1.64737, 0.84322], [1.86721, -2.83781, -3.07405], [-5.04075, -2.30279, -0.90562], [-5.22300, -1.15590, -2.20154], [-5.35825, 0.64938, -6.08333], [-6.38831, 3.81047, -1.34787], [-3.57834, 3.93425, -0.15704], [-4.09598, 2.99827, -0.32618], [-0.07406, -0.43209, -1.21053], [0.84958, -0.28671, 1.58618], [4.12629, -1.41598, 5.09429], [-0.22676, -2.80166, -2.88839], [0.97117, -3.26981, -3.51394], [-1.08293, 0.27900, 5.66909], [0.81970, -4.44336, 3.74146], [-4.69756, 1.19566, -5.65023], [-1.72360, 6.26005, -2.92759], [0.76482, -3.18484, 5.16132], [1.00499, 1.12465, -4.21524], [-5.47780, 3.24269, 1.26609], [1.59345, -6.33984, -4.35102], [-0.07527, 4.34546, -3.49366], [-0.57753, -1.07291, 4.05744], [-1.15473, 0.03885, 1.93612], [-1.46287, 6.67198, -3.75135], [-4.69038, 1.81958, -1.66956], [4.64176, 3.02624, 0.59351], [3.74337, 2.80560, 1.17922], [1.31826, -3.90802, 1.45831], [-2.81187, -1.36623, -0.77468], [-3.69864, -2.58794, -2.57215], [4.36135, 1.33879, 4.83697]],
  "forces_ev_per_a": [[-0.23, -0.20, 0.01], [-0.07, 0.19, 0.31], [0.11, 0.50, 0.43], [0.14, -0.21, 0.01], [0.29, 1.01, -0.04], [0.19, 0.63, 0.38], [-0.05, -0.66, 0.12], [-0.38, 0.40, -0.60], [0.39, -0.46, 0.13], [0.26, 0.02, 0.05], [0.37, -0.46, -0.62], [-1.34, 0.90, 0.42], [-0.19, -0.02, 0.02], [0.61, -0.42, -0.43], [0.58, -0.66, 0.42], [-0.03, -0.03, -0.18], [0.03, 0.31, 0.31], [-0.07, 0.55, 0.55], [-0.16, -0.03, 0.03], [0.16, 0.00, -0.15], [0.03, -0.05, -0.04], [0.28, -0.52, 0.09], [-0.11, -0.35, -0.08], [0.06, -0.12, 0.01], [0.18, -0.41, 0.23], [2.59, -0.20, 0.27], [-0.30, -0.04, -0.53], [0.00, 0.66, 0.58], [-1.32, 0.22, -0.68], [1.31, 0.89, 0.17], [0.09, -0.27, 0.23], [-0.45, -0.26, -0.12], [1.14, -1.04, 0.28], [0.20, 0.23, 0.02], [-0.32, 0.59, 0.49], [-0.92, -0.48, -0.43], [0.78, -0.52, -0.18], [0.56, 0.15, -0.07], [0.07, 0.16, -0.17], [-0.59, 0.06, -0.28], [-0.42, 0.26, 0.29], [0.50, 0.22, 0.11], [-0.21, -0.20, -0.09], [-0.04, -0.03, 0.18], [0.09, -0.80, -0.84], [-0.97, -0.44, -0.28], [0.96, 0.37, 0.32], [-0.08, 0.01, -0.08], [1.01, -0.45, 0.04], [-0.09, 1.31, 0.86], [-1.22, -0.80, 0.00], [-0.79, 0.13, 0.17], [-0.07, 0.08, 0.01], [-0.75, 0.03, -0.05], [0.22, 0.56, -0.23], [-0.05, -0.20, 0.05], [-0.16, 0.22, 0.11], [-0.31, -0.29, -0.82], [-1.71, 0.95, -1.80], [0.42, 0.18, -0.71], [0.85, 0.57, -0.81], [-1.13, 0.40, -0.31], [-0.47, 0.10, -0.14], [0.26, 0.07, -0.11], [0.16, -0.07, -0.19], [0.30, 0.03, 0.01], [-0.02, 0.20, -0.19], [0.43, 0.18, 0.01], [0.11, -0.14, 0.00], [-0.22, -0.14, 0.40], [0.44, 0.49, 0.02], [0.02, -0.15, 0.15], [0.52, -0.19, 0.32], [-0.05, 0.29, -0.01], [0.03, 0.12, 0.06], [0.16, 0.02, -0.22], [0.28, -0.05, 0.73], [0.19, -0.28, 0.37], [0.25, -0.09, 0.07], [-0.25, -0.05, 0.06], [-0.43, -0.12, -0.04], [0.32, 0.32, -0.70], [-0.21, -0.25, -0.05], [-0.23, -0.18, -0.01], [-0.23, 0.41, 0.63], [0.02, 0.29, -0.29], [-0.26, -0.17, 0.30], [-0.63, -0.75, -0.06], [0.80, -0.24, -0.52], [-0.01, -0.14, 0.16], [0.15, -0.03, 0.25], [0.15, 0.51, 0.15], [0.00, 0.02, -0.05], [0.10, 0.09, 0.03], [0.00, 0.15, -0.39], [-1.28, -1.69, 0.25], [0.37, -1.08, 0.18], [-0.22, 0.07, 0.35], [0.25, 0.58, -0.02], [0.36, 0.27, 0.35], [-0.89, -0.74, -1.16], [1.23, -0.29, 1.43], [-2.00, -0.84, -0.36], [0.50, -0.16, -0.39], [0.01, 0.62, 0.77], [-0.07, -0.01, 0.35], [-0.36, -0.05, -0.05], [-0.28, 0.03, 0.01], [0.24, -0.08, -0.37], [0.42, 0.28, 0.49], [0.08, -0.02, 0.07], [-0.53, -0.02, -0.40], [0.01, -0.32, -0.25], [0.27, -0.19, -0.43], [-0.06, -0.87, -0.42], [-0.96, 1.13, 0.62], [0.50, 0.24, -0.06], [0.03, 0.22, 0.11], [0.04, 0.52, 0.94], [0.74, -0.02, 0.15]]
}

=====

{
  "formula": "C24H74InNO13P",
  "method": "ωB97M-V/def2-TZVPD",
  "orbital_gap_ev": 5.79,
  "total_charge": -1,
  "homo_ev": -4.52,
  "energy_ev": -68653.36114,
  "species": ["H", "O", "C", "H", "H", "H", "C", "C", "C", "C", "In", "H", "H", "H", "H", "H", "H", "H", "H", "H", "H", "H", "O", "H", "C", "H", "H", "O", "C", "H", "C", "H", "C", "H", "H", "H", "H", "H", "H", "H", "P", "C", "O", "H", "O", "H", "H", "H", "H", "C", "C", "H", "H", "H", "H", "H", "C", "H", "H", "H", "H", "H", "C", "O", "C", "C", "C", "O", "H", "H", "H", "C", "C", "H", "H", "H", "C", "H", "O", "H", "H", "H", "C", "H", "O", "H", "C", "H", "O", "C", "H", "H", "H", "H", "H", "N", "H", "O", "H", "H", "H", "H", "H", "H", "O", "H", "H", "O", "H", "H", "H", "H", "H", "C"],
  "xyz": [[-3.91720, 1.31853, 4.61154], [-5.26866, -5.05522, 3.64490], [1.48349, 1.43577, -3.39851], [7.16699, 3.54765, -5.42961], [1.34785, 5.37313, 0.61908], [-9.06272, -7.73594, 2.80110], [1.00272, 2.03168, -2.06651], [2.78602, 0.62039, -3.33736], [1.04785, -1.83696, 5.34529], [0.86666, -1.95177, -5.62253], [4.75726, 2.87584, -4.31212], [-3.87040, -8.28392, 4.70553], [2.88942, 4.07148, -6.03821], [4.53897, 4.48002, -6.49605], [-9.91690, -10.02464, 0.40024], [1.49721, 2.98981, -1.88018], [-4.83053, -0.67235, 5.46415], [3.69791, 3.58618, 3.86211], [2.19974, 5.10152, -3.55262], [7.07412, 1.78235, -5.34932], [-5.11191, -7.68078, 5.83104], [2.22373, 7.39663, -0.28059], [-7.06056, -7.40039, 2.32427], [2.54485, -0.44776, -3.33535], [-3.77157, -0.52082, 5.25337], [9.05727, 4.40201, -2.94151], [-9.27823, -8.36866, -1.14023], [5.69358, 4.54283, -1.35643], [-10.02653, -8.22815, -0.35596], [2.98678, 1.96990, 3.98565], [2.78729, 3.00997, 3.70672], [-3.33480, -4.89215, 2.98328], [-1.13196, 0.51677, 1.91399], [4.52733, 5.99215, -4.31231], [9.99290, 3.02750, -3.55029], [-1.44527, 0.14037, 0.93607], [-7.13682, -7.90534, 1.50947], [3.70193, 6.58147, -5.75441], [-0.46523, -1.27149, 4.26193], [-11.02296, -8.32941, -0.79250], [4.53294, 3.73153, -1.89552], [6.91073, 2.70296, -4.78202], [1.38517, 5.89971, -1.39635], [-4.18490, -6.34365, 2.43079], [1.09788, -2.10831, -4.23109], [2.48122, 8.03761, -4.29725], [3.31055, 0.81673, -2.39470], [-0.06702, 2.25005, -2.14364], [9.13870, 4.07120, -4.67965], [3.70005, 0.93841, -4.53838], [7.84886, 2.68753, -3.57029], [1.57086, 5.81347, -5.02287], [-5.20357, -3.78147, 5.21174], [3.31837, 6.05704, -0.67259], [0.68561, 0.79304, -3.79042], [-3.25013, -0.28352, 6.18532], [2.16248, 7.27349, -3.57471], [-7.97916, -7.30724, 4.14331], [2.00557, 3.40750, 4.36205], [-0.50906, -0.24136, 2.40010], [1.68930, -0.97869, 5.12667], [1.64109, 2.63423, 2.18535], [3.85577, 4.40674, -5.64141], [-3.56650, 0.49201, 4.27000], [-8.06514, -7.87450, 3.21820], [2.51552, 6.68891, -1.07203], [0.99468, 5.02901, -0.35722], [8.26348, 1.31044, -3.38476], [0.05478, -2.59510, -5.97687], [1.66934, -2.72892, 5.39380], [1.05684, 0.20442, -1.11111], [-4.29120, -5.27556, 2.63539], [9.07730, 3.60943, -3.69208], [2.99922, 8.52781, -2.05150], [8.73222, 1.26840, -2.54469], [3.32216, 4.47946, -1.81397], [2.35459, 5.91914, -4.26052], [-4.65896, -9.96245, 6.14181], [-5.21898, -9.72446, 5.39864], [-7.10551, -3.57176, 6.56628], [-6.09870, -5.41234, 3.30907], [-5.94875, -4.76159, 7.20658], [-6.08657, -3.70748, 6.94402], [4.15381, 2.70616, -0.97096], [-0.42806, 1.74431, 1.77993], [-0.09709, 4.98300, -0.33391], [-4.91247, -8.38543, 5.01990], [-4.55759, -4.75841, 1.71097], [-9.83171, -9.12617, 0.73049], [3.00299, 7.46345, -2.30876], [-5.97397, -3.11100, 7.84834], [4.04042, 7.19635, -2.52341], [7.30675, 2.98797, -2.66809], [0.58550, -0.91240, -5.77730], [-2.01049, 0.70054, 2.52715], [1.20620, 1.18081, -0.88638], [-3.36972, -1.44884, 4.85576], [0.08999, -2.05528, 4.32228], [0.57655, -1.68780, 6.32127], [3.07901, 1.01567, -5.44097], [1.10706, 7.46786, -3.36953], [-7.91763, -8.93314, 3.44199], [4.42656, 0.13912, -4.71645], [-5.54974, -8.13946, 4.17494], [-5.11479, -3.26034, 6.02096], [2.15052, 1.28444, -0.53353], [1.76706, -2.15425, -6.20831], [2.44660, 3.13824, 2.34046], [1.36395, -3.01604, -4.06373], [1.39172, 4.02399, -0.51679], [0.32536, 1.55794, 1.19416], [-9.92480, -7.22173, 0.04491], [1.61834, 2.25355, -4.11550], [3.68898, 5.78683, -4.99048]],
  "forces_ev_per_a": [[0.02, 0.02, -0.04], [-0.09, 0.06, 0.07], [0.01, -0.14, 0.12], [-0.02, -0.09, -0.04], [-0.02, 0.06, 0.01], [-0.02, -0.01, 0.04], [0.05, -0.10, -0.17], [0.24, -0.10, -0.28], [-0.01, 0.00, -0.03], [0.06, 0.04, 0.03], [-0.10, -0.34, -0.66], [0.01, 0.03, 0.01], [0.05, 0.00, -0.01], [-0.03, -0.03, 0.02], [0.00, -0.01, 0.03], [0.02, -0.35, -0.19], [0.01, -0.06, 0.00], [0.00, 0.00, 0.02], [0.08, 0.05, -0.02], [0.02, 0.05, -0.03], [0.01, 0.04, -0.02], [0.04, -0.07, 0.01], [0.01, 0.15, 0.05], [-0.09, 0.11, 0.18], [-0.02, 0.15, -0.05], [-0.03, 0.01, -0.04], [0.00, 0.01, 0.00], [0.03, 0.08, 0.06], [-0.01, -0.01, 0.03], [0.00, -0.01, 0.01], [0.00, 0.02, -0.06], [-0.07, 0.06, 0.11], [0.07, 0.17, -0.01], [-0.07, 0.05, -0.02], [-0.02, 0.02, 0.03], [-0.01, -0.05, 0.02], [0.00, 0.03, -0.02], [0.09, 0.01, 0.09], [-0.03, -0.02, -0.05], [-0.01, 0.01, 0.00], [0.25, 0.15, -0.03], [0.04, 0.24, 0.26], [-0.18, -0.01, 0.02], [0.01, 0.01, -0.03], [-0.17, -0.15, 0.00], [-0.06, 0.03, 0.09], [0.02, 0.04, -0.09], [0.04, 0.10, 0.02], [0.00, -0.01, 0.03], [-0.14, 0.16, 0.23], [-0.11, -0.08, 0.02], [0.00, -0.07, 0.07], [0.07, -0.10, -0.12], [-0.06, 0.13, 0.01], [0.06, 0.03, -0.08], [0.01, -0.04, 0.01], [0.26, 0.03, -0.17], [0.05, 0.02, -0.02], [0.00, 0.00, 0.01], [-0.03, -0.08, -0.06], [0.01, 0.00, 0.00], [-0.13, 0.11, 0.09], [0.10, 0.10, 0.20], [-0.01, -0.06, 0.11], [-0.06, -0.08, -0.02], [0.06, 0.11, 0.09], [-0.04, 0.10, 0.27], [0.07, 0.06, 0.02], [-0.01, 0.01, 0.00], [0.01, 0.01, 0.01], [0.10, 0.01, -0.05], [0.04, -0.10, -0.11], [0.08, -0.07, -0.07], [0.09, -0.04, -0.06], [-0.06, -0.01, -0.01], [0.01, -0.36, 0.01], [-0.21, 0.08, -0.18], [-0.01, -0.01, 0.00], [-0.01, 0.02, -0.01], [-0.02, 0.00, 0.01], [0.00, -0.10, 0.02], [-0.01, -0.01, 0.02], [0.07, 0.00, -0.06], [-0.15, -0.01, 0.00], [0.42, -0.13, 0.16], [0.05, -0.07, -0.06], [0.00, -0.07, 0.01], [0.04, 0.00, -0.01], [0.07, 0.02, -0.07], [-0.12, 0.13, 0.07], [-0.02, -0.01, 0.01], [-0.04, -0.03, 0.04], [0.07, -0.01, 0.01], [0.01, 0.00, -0.01], [0.02, -0.03, -0.02], [-0.16, 0.21, 0.53], [-0.01, 0.00, -0.01], [-0.03, 0.04, 0.08], [0.00, -0.01, 0.01], [0.05, -0.10, -0.01], [0.04, -0.12, 0.09], [-0.04, 0.00, 0.06], [-0.01, 0.02, 0.08], [0.03, 0.03, -0.01], [-0.09, -0.01, 0.06], [0.07, -0.15, -0.21], [0.00, 0.02, -0.01], [0.03, -0.07, 0.00], [0.04, 0.01, -0.01], [-0.01, 0.21, 0.26], [-0.39, 0.11, -0.55], [0.00, 0.00, -0.01], [-0.10, 0.02, 0.04], [-0.10, -0.03, -0.20]]
}